9
Properties=species:S:1:pos:R:3:forces:R:3 method="wB97M-V/def2-TZVPD" lumo_energy_ev=0.421 largest_force_ev_per_a=4.319 homo_ev=-9.04 e_above_lowest_kcal_mol=77.6 e_tot_ev=-16054.7427
C 0.7439 0.1550 0.5216 -0.818 -0.690 1.157
C 0.1122 -0.9485 0.8426 -2.663 -0.498 -0.817
C 0.2960 0.5528 -0.8003 -1.138 -2.156 -0.750
O -2.2426 0.3716 -0.1599 -2.007 0.860 0.607
S -1.2995 -0.5498 -0.7442 3.907 -0.449 1.785
H 1.4447 0.5743 1.1658 1.421 1.117 0.723
H 0.0189 -1.5893 1.7357 0.243 0.353 -0.753
H 0.0265 1.5047 -1.1608 0.074 1.188 -0.152
H 0.8998 -0.0707 -1.4006 0.980 0.275 -1.799

19
Properties=species:S:1:pos:R:3:forces:R:3 method="wB97M-V/def2-TZVPD" lumo_energy_ev="-0.383 / -0.383" largest_force_ev_per_a=5.265 homo_ev="-8.98 / -8.97" e_above_lowest_kcal_mol=225.6 e_tot_ev=-15928.7463
C -0.1130 -0.5845 -0.7156 -0.382 -0.212 -0.058
C -0.0330 0.9123 -1.0835 -0.373 0.333 -0.577
C 1.4085 -0.5955 -0.4398 0.742 -0.660 -0.088
C 1.4760 0.8953 -0.7839 0.348 -0.101 -0.095
C -0.2125 1.2916 0.3978 -0.358 -0.138 0.306
C -0.3761 -0.2026 0.7667 0.153 -0.091 0.405
C 1.1638 -0.3999 1.0733 -0.443 4.842 -2.020
N 1.2617 1.4609 0.5966 0.410 -3.250 1.647
N -1.4513 -0.7012 1.5059 -0.493 -0.027 0.000
N 1.7892 -1.0007 2.1848 0.283 -0.329 0.687
O 2.8262 -0.5600 2.6184 0.116 -0.003 -0.041
O 1.1733 -1.9583 2.6318 0.010 -0.238 0.088
H -0.6636 -1.3459 -1.2517 -0.018 -0.112 -0.022
H -0.5220 1.3925 -1.9186 -0.025 0.019 -0.137
H 2.1039 -1.3474 -0.7944 0.036 -0.049 -0.136
H 2.2587 1.3438 -1.3818 0.121 0.014 -0.111
H -0.8494 2.0690 0.8036 -0.172 0.023 0.046
H -1.4932 -0.3337 2.4478 0.012 -0.072 -0.006
H -1.4796 -1.7127 1.5216 0.034 0.051 0.113

12
Properties=species:S:1:pos:R:3:forces:R:3 method="wB97M-V/def2-TZVPD" lumo_energy_ev=0.430 largest_force_ev_per_a=1.007 homo_ev=-11.14 e_above_lowest_kcal_mol=0.0 smiles="O=C(O)OC(O)(O)O" e_tot_ev=-14424.5822
O 1.5252 -1.7574 1.4210 0.688 -0.602 0.422
C 0.7105 -1.0128 0.9918 -0.559 0.134 -0.164
O -0.5457 -0.9144 1.4705 -0.474 0.298 -0.126
O 0.9561 -0.1973 -0.0281 0.139 0.181 -0.095
C -0.0771 0.6037 -0.6825 0.112 -0.189 0.228
O 0.5899 1.2873 -1.6465 0.193 0.252 -0.261
O -0.6510 1.4595 0.2079 -0.310 0.119 0.111
O -1.0042 -0.2205 -1.2446 -0.473 -0.025 0.069
H -0.6903 -1.5845 2.1497 0.316 -0.049 -0.013
H 1.2312 1.8862 -1.2382 -0.117 -0.144 0.000
H -1.3510 0.9963 0.6932 0.258 -0.005 -0.088
H -0.6935 -0.5460 -2.0941 0.228 0.030 -0.084

25
Properties=species:S:1:pos:R:3:forces:R:3 method="wB97M-V/def2-TZVPD" multiplicity=6 lumo_energy_ev="0.418 / -3.471" largest_force_ev_per_a=4.361 homo_ev="-7.24 / -8.00" e_above_lowest_kcal_mol=0.0 s_squared=8.799 e_tot_ev=-39248.2898
C -3.2559 -0.8764 -0.0758 -0.984 0.046 -0.286
C -3.0320 -1.0480 -1.5299 -1.389 0.713 0.041
C -2.4428 0.1862 -2.0437 -0.381 0.430 -0.462
H -3.2738 -1.9484 -2.0952 -0.004 0.459 0.161
C -2.2465 1.0841 -0.9217 -0.696 -0.044 -0.124
C -2.6982 0.4238 0.2895 -1.412 0.522 -0.576
H -2.6487 0.8831 1.2667 -0.233 -0.268 -0.118
H -3.6870 -1.6324 0.6100 0.307 0.754 -0.654
H -2.1636 0.4476 -3.1016 -0.396 -0.580 1.377
H -1.9036 2.1222 -0.9726 0.069 -0.629 -0.013
Ir -1.2264 -0.8396 -0.4979 4.165 -1.183 0.525
Cl 0.5709 -2.1228 -0.2924 0.211 -0.671 0.257
C 3.5006 0.2342 0.8051 0.612 0.786 -0.639
C 2.5130 1.1766 0.4281 -1.679 -0.846 -1.136
C 1.9206 0.6885 -0.8051 1.094 0.264 2.610
H 2.1275 1.9755 1.0850 0.382 -0.436 -0.721
C 2.6831 -0.5032 -1.2150 1.993 -0.031 1.707
C 3.6945 -0.7274 -0.2364 -1.891 0.062 -1.333
H 4.3802 -1.5684 -0.2197 -0.099 0.283 -0.032
H 4.1131 0.3552 1.6972 -0.196 -0.300 -0.150
H 0.9178 0.9273 -1.1230 0.150 0.360 -0.479
H 2.4743 -1.1451 -2.0621 0.107 0.314 0.045
S -0.2384 1.4266 2.4358 0.216 0.322 -0.394
C -0.0852 0.5658 3.7947 0.153 -1.257 1.717
N 0.0065 -0.0851 4.7799 -0.099 0.930 -1.322

22
Properties=species:S:1:pos:R:3:forces:R:3 method="wB97M-V/def2-TZVPD" multiplicity=2 lumo_energy_ev="3.104 / 3.016" charge=-1 largest_force_ev_per_a=1.839 homo_ev="1.43 / -5.99" e_above_lowest_kcal_mol=25.8 s_squared=0.750 e_tot_ev=-8963.7588
C -2.1469 -0.8073 -0.5864 -1.383 1.120 0.298
C -0.9512 0.0120 -0.0970 -0.145 -0.652 -0.336
N -0.2977 -0.5639 1.0581 -0.176 -0.476 0.219
C 2.1610 -0.9877 1.0657 -0.341 -0.986 0.186
C 0.7374 -1.5872 0.8449 -0.144 0.861 1.077
C 0.4835 -2.7121 1.8639 1.292 -0.511 -1.206
H -2.8662 -0.9360 0.2368 0.566 -0.636 0.175
H -2.7821 -0.1226 -1.1798 0.571 -0.387 -0.598
H -1.9688 -1.7342 -1.1309 0.144 0.049 0.158
H -1.3872 0.9797 0.1426 0.462 0.186 0.161
H -0.2420 0.1046 -0.9216 0.021 0.435 -0.179
H 0.0208 0.0988 1.7479 -0.107 0.244 -0.233
H 2.1029 -0.0129 1.5342 0.064 0.427 -0.440
H 2.7433 -1.0219 0.1474 0.096 0.497 0.022
H 2.6933 -1.5912 1.8018 0.157 -0.187 -0.082
H 0.6429 -1.9588 -0.1751 -0.033 -0.091 0.009
H -0.3008 -3.3707 1.5127 -0.698 0.203 0.371
H 0.3514 -2.2981 2.8606 -0.247 -0.155 -0.003
H 1.3728 -3.3627 1.8429 -0.094 0.107 0.365
H -0.8045 5.9705 -3.5562 -0.012 -0.168 0.158
H 0.6593 5.7793 -3.8453 0.113 -0.118 0.060
O -0.0290 5.4725 -3.2238 -0.104 0.239 -0.181

91
Properties=species:S:1:pos:R:3:forces:R:3 method="wB97M-V/def2-TZVPD" multiplicity=3 lumo_energy_ev="0.091 / -3.454" largest_force_ev_per_a=1.939 homo_ev="-8.97 / -9.07" e_above_lowest_kcal_mol=66.1 s_squared=2.004 e_tot_ev=-209320.9093
Pd -1.0435 -0.5242 1.0768 -0.486 0.776 -0.322
F -5.1614 -1.5598 3.1574 0.021 -0.009 0.002
C -4.3622 -1.4390 4.2136 -0.064 -0.029 0.034
F -3.9929 -2.6632 4.6079 -0.004 0.032 0.005
F -5.0332 -0.8565 5.2019 0.000 -0.002 -0.018
S -2.8676 -0.4557 3.7890 0.153 -0.329 -0.147
O -2.2563 -1.3733 2.7723 -0.022 0.471 0.161
O -2.1256 -0.3600 5.0090 -0.053 -0.004 -0.048
N -3.4427 0.8318 3.2151 -0.024 0.314 -0.256
S -2.9637 1.4236 1.7439 -0.120 -1.355 1.383
O -1.5437 1.7295 2.0042 -0.561 0.282 -0.095
O -3.2561 0.3348 0.7994 -0.141 0.800 0.067
C -4.3462 2.7527 1.9565 0.185 0.102 -0.299
F -4.5312 3.6024 0.9765 -0.015 -0.065 0.064
F -4.0338 3.4297 3.0526 0.016 -0.025 0.008
F -5.4660 2.0694 2.1309 0.020 -0.015 0.032
C -1.6074 -5.3855 1.2432 0.004 0.005 -0.008
C -1.8860 -3.8836 1.1435 -0.175 0.123 -0.035
Ge -0.3251 -2.8298 1.6572 0.386 -0.978 0.291
C 0.2286 -2.7733 3.5305 -0.068 0.069 0.108
C 0.9051 -4.0799 3.9545 0.014 0.038 0.013
C 1.2374 -3.5000 0.6985 0.025 0.109 -0.124
C 1.9075 -2.6835 -0.1213 0.055 -0.129 0.096
Ge 0.9003 -1.0170 -0.3999 0.824 -0.232 -0.717
C -0.1422 -1.4856 -2.0121 -0.021 0.158 0.042
C 0.6423 -1.8250 -3.2783 -0.024 -0.017 0.013
C 1.9102 0.5157 0.3218 -0.085 0.026 -0.037
C 3.2038 0.8791 -0.4083 -0.009 0.001 0.000
C 3.1650 -3.0393 -0.8272 -0.019 -0.024 0.059
C 3.6595 -2.2317 -1.8495 -0.045 0.005 0.003
C 4.8283 -2.5504 -2.5248 0.012 -0.015 0.013
C 5.5323 -3.6939 -2.1829 0.004 0.009 -0.007
C 5.0580 -4.5105 -1.1637 -0.011 0.006 -0.003
C 3.8915 -4.1852 -0.4941 0.019 0.009 0.021
H -2.4481 -5.9545 0.8438 -0.002 -0.009 0.017
H -1.4630 -5.6967 2.2784 0.006 -0.003 0.006
H -0.7193 -5.6762 0.6796 -0.005 0.001 -0.016
H -2.7245 -3.5837 1.7691 -0.009 -0.036 0.003
H -2.1412 -3.6083 0.1167 -0.003 -0.035 -0.005
H -0.6388 -2.5510 4.1468 0.030 -0.021 0.028
H 0.9182 -1.9328 3.6432 0.013 -0.005 -0.006
H 0.2102 -4.9203 3.9230 0.000 -0.012 -0.006
H 1.2720 -3.9981 4.9787 -0.012 -0.014 0.006
H 1.7582 -4.3267 3.3215 0.016 0.009 0.002
H 1.5751 -4.5177 0.8960 0.004 -0.007 0.012
H -0.8735 -0.7021 -2.1796 -0.009 0.001 -0.029
H -0.6777 -2.3776 -1.6694 -0.017 -0.009 -0.030
H 1.1945 -0.9653 -3.6619 0.005 0.018 -0.001
H -0.0509 -2.1428 -4.0598 0.006 0.017 -0.007
H 1.3502 -2.6372 -3.1199 -0.003 -0.018 0.003
H 2.1300 0.2193 1.3524 0.044 -0.005 -0.001
H 1.2272 1.3601 0.3466 0.076 0.027 0.018
H 3.9172 0.0571 -0.4254 0.021 -0.014 0.011
H 3.6806 1.7181 0.1026 0.001 0.013 -0.017
H 3.0099 1.1886 -1.4372 0.009 -0.008 0.005
H 3.1139 -1.3410 -2.1390 0.020 0.029 0.003
H 5.1868 -1.9062 -3.3170 -0.005 0.006 -0.001
H 6.4468 -3.9471 -2.7029 0.000 -0.002 -0.002
H 5.6036 -5.4037 -0.8881 0.004 0.003 0.007
H 3.5463 -4.8255 0.3069 0.015 -0.002 0.010
C 1.0705 4.1996 1.4256 -0.004 -0.012 0.013
C -0.0008 4.5199 0.3948 -0.049 -0.037 0.003
C 0.4746 5.5801 -0.5857 0.005 0.005 -0.006
C -1.2834 4.9610 1.0783 -0.016 0.018 -0.001
O -0.1493 3.2931 -0.3790 0.275 0.069 0.035
P -1.3365 2.3327 -0.7740 -0.792 0.219 0.378
O -2.6182 2.6358 -0.0531 0.473 0.149 -0.673
O -0.7815 0.9250 -0.6281 -0.044 -0.436 0.065
O -1.6302 2.6133 -2.3020 0.196 0.028 -0.133
C -0.7369 2.5848 -3.4522 -0.030 -0.035 0.027
C 0.6957 2.1952 -3.1036 -0.027 0.035 0.019
C -0.7719 3.9849 -4.0436 -0.047 0.008 0.020
C -1.3457 1.5728 -4.4102 0.018 -0.006 -0.021
H 1.3021 5.0867 2.0164 0.008 0.002 0.007
H 1.9824 3.8598 0.9312 0.006 0.015 -0.003
H 0.7173 3.4148 2.0958 -0.004 0.006 -0.005
H 0.7256 6.4966 -0.0505 0.004 0.007 -0.006
H -0.3092 5.8091 -1.3086 -0.004 -0.004 0.002
H 1.3613 5.2367 -1.1211 0.003 -0.002 0.003
H -1.0787 5.8981 1.5993 -0.001 0.006 0.003
H -1.6120 4.2240 1.8073 0.018 0.012 -0.007
H -2.0851 5.1271 0.3608 0.000 -0.008 -0.005
H 1.1524 2.9195 -2.4304 -0.003 -0.003 -0.011
H 1.2776 2.1597 -4.0260 0.001 -0.012 -0.001
H 0.7286 1.2158 -2.6293 -0.002 -0.049 0.001
H -0.3727 4.7046 -3.3295 0.020 0.003 -0.005
H -1.7976 4.2660 -4.2832 0.005 -0.002 0.000
H -0.1725 4.0270 -4.9541 -0.001 -0.001 -0.008
H -1.3286 0.5742 -3.9721 0.000 0.002 -0.002
H -0.7835 1.5541 -5.3455 -0.004 -0.012 -0.006
H -2.3805 1.8362 -4.6272 -0.001 0.005 0.008